Entry from OMol25: C26H28FN3O3S in the gas phase (wB97M-V/def2-TZVPD).

```
62
C26H28FN3O3S wB97M-V/def2-TZVPD
H -4.35 2.56 0.10
C 2.10 3.05 -0.48
C -5.23 -0.49 -1.00
N -2.33 -2.62 1.32
H -2.44 -0.89 2.53
H -4.65 -2.35 -0.16
C -3.09 -1.53 1.92
C 6.99 -2.25 0.42
C 4.92 -0.88 -0.84
C 6.00 -0.19 -0.30
H 7.79 -2.78 0.90
H 3.36 -0.22 1.02
C -1.74 -0.90 -1.64
C -4.42 1.49 0.04
H 1.37 3.71 -0.96
C 3.82 -0.11 -1.52
C -3.75 0.71 0.98
H 1.54 1.36 -1.73
H -2.14 -3.87 2.99
H 3.00 -0.80 -1.81
C 2.46 1.87 -1.39
C 4.89 -2.26 -0.74
H 3.23 2.08 1.80
O -0.88 -3.43 -0.21
N 1.52 2.62 0.77
C 2.31 1.61 1.44
C -3.82 -0.68 0.91
C 5.92 -2.94 -0.12
S -0.13 2.53 0.86
C -0.72 1.18 -0.16
C -4.57 -1.28 -0.08
C -1.49 -2.49 0.27
H 7.86 -0.32 0.74
C 2.67 0.45 0.51
C -1.14 1.42 -1.45
H -1.83 -4.62 1.41
H -2.13 -1.72 -2.22
H 4.05 -2.81 -1.15
N 3.34 0.97 -0.68
H -3.50 -4.26 1.91
H 3.01 3.62 -0.25
H 2.98 2.25 -2.27
H 1.76 -0.12 0.23
H 4.21 0.34 -2.44
H -1.94 0.52 -3.22
F -5.95 -1.08 -1.98
H -1.08 2.42 -1.84
O -0.64 3.75 0.31
C -0.82 -0.07 0.42
H 1.72 1.26 2.29
O -0.45 2.20 2.22
H -3.82 -1.99 2.59
C -5.16 0.89 -0.96
H 5.88 -4.02 -0.05
H -3.17 1.19 1.74
H -0.49 -0.20 1.44
C -1.63 0.36 -2.20
C -1.36 -1.12 -0.32
C 7.02 -0.87 0.33
C -2.46 -3.92 1.95
H 6.01 0.89 -0.37
H -5.68 1.48 -1.71
```

## Properties
SMILES string = CN(Cc1cccc(F)c1)C(=O)c1cccc(S(=O)(=O)N2CCN(Cc3ccccc3)CC2)c1
energy = -1895.6080 Ha
relative energy (zero: lowest compared OMol25 entry of this formula, charge and spin) = 19.6 kJ/mol
highest occupied orbital energy = -8.800 eV
orbital gap = 9.2 eV

Atomic partial charges in e from the natural (NBO) method, atoms 1 to 2: atom 1 (H): 0.23, atom 2 (C): -0.24

Entry from OMol25: a molecular structure, C26H28MnO12S (wB97M-V/def2-TZVPD).

```
68
C26H28MnO12S wB97M-V/def2-TZVPD
H -0.80 -0.64 -3.53
H -2.37 -5.36 4.90
H 0.28 -3.39 -3.22
C 1.38 4.79 -4.54
H 1.35 0.43 -3.85
O 1.27 -0.64 -1.93
C 3.67 -2.39 1.85
H -0.78 2.31 -3.24
H 2.92 3.85 -1.64
C 0.05 2.99 -3.37
O 1.44 5.53 -5.52
H -1.45 3.25 3.48
H 3.72 1.32 0.60
Mn -0.07 0.64 -0.65
H -1.66 3.64 0.86
C 2.46 -1.74 1.70
O 1.03 2.31 -1.32
O -1.62 -0.94 -0.56
O -3.76 0.16 -0.56
C -1.77 2.22 3.25
O -0.38 -2.14 2.58
S -2.69 -0.31 -1.42
O -0.84 1.80 1.18
C -2.66 -2.32 2.36
H 2.31 -0.96 -3.64
H 3.07 5.52 -3.53
C 3.72 0.29 0.94
H -0.93 0.31 2.57
C 1.07 2.94 -2.34
C -3.71 -3.83 3.89
C 0.21 3.80 -4.46
C -3.76 -2.78 2.95
C 0.05 -1.32 -3.78
C -1.39 -2.85 2.86
H -4.77 -2.33 2.88
H 5.83 0.21 0.92
H 1.95 -2.61 -1.77
C -2.88 2.31 2.17
O -1.94 0.88 -1.87
H -3.36 1.32 2.00
C -2.38 -4.52 4.23
C 2.31 4.81 -3.42
H -3.66 3.02 2.45
C 2.25 3.91 -2.47
C 2.43 -0.31 1.18
O 6.05 -2.24 2.04
C 4.88 -0.37 1.10
H 0.03 -1.64 -4.81
H -0.52 3.74 -5.29
C -1.28 -4.04 3.70
H 3.69 -3.34 2.38
H 0.61 -2.11 -0.71
C -0.02 -2.46 -2.73
C 5.00 -1.73 1.72
H -2.48 2.25 -0.01
C -2.03 2.62 0.96
O -3.10 -1.15 -2.57
H -0.29 -4.37 3.99
O 1.35 0.24 0.89
C 0.99 -2.09 -1.70
H 0.30 1.47 2.86
H -2.61 -1.56 1.59
C -0.72 1.38 2.53
H -2.10 1.82 4.24
H 1.55 -2.31 1.93
O -4.71 -4.26 4.44
H -1.06 -2.51 -2.40
C 1.32 -0.56 -3.37
```

## Properties
energy = -3459.3719 Ha
spin multiplicity = 6
highest occupied orbital energy (spin up / spin down) = -8.167 / -7.974 eV
orbital gap (spin up / spin down) = 5.7 / 3.8 eV

Atomic partial charges in e from the natural (NBO) method, atoms 1 to 2: atom 1 (H): 0.25, atom 2 (H): 0.23

Entry from OMol25: a molecular structure, C26H28MoN5O8S2Te (wB97M-V/def2-TZVPD).

```
71
C26H28MoN5O8S2Te wB97M-V/def2-TZVPD
C -6.98 1.34 1.12
H -2.02 -6.28 -2.06
H -4.67 -4.10 3.14
C -3.88 -2.26 2.41
C -2.04 0.48 -2.11
H 5.02 1.67 2.11
H 2.85 2.63 1.94
N -2.55 -0.71 -1.45
H 5.43 -0.71 1.70
H -4.21 1.26 3.84
C 0.11 -5.01 -3.35
C -2.77 -1.41 2.44
C -7.26 1.72 2.43
C -6.26 1.69 3.40
C 3.52 -0.58 2.70
H 4.86 1.50 0.37
H -0.36 -7.07 -3.69
H -5.48 0.66 -0.26
O 1.02 3.97 -2.44
H -0.78 -5.76 0.29
H -0.81 -4.67 -3.83
H 3.93 -0.21 3.65
H -2.68 -4.63 4.50
N 0.86 2.85 -2.06
H -7.76 1.37 0.37
C -3.82 -3.42 3.14
H -0.76 -3.09 4.57
C -0.42 2.19 -2.41
C -5.70 0.94 0.76
O -3.37 -0.48 -0.37
Te -2.79 0.34 1.35
O -2.51 3.42 -5.68
H 1.00 -3.34 -2.33
N 0.39 -4.13 -2.19
H 0.96 -6.81 -2.55
C 4.43 1.20 1.32
C 0.07 -4.45 -0.95
Mo 0.07 -1.11 0.04
H -3.61 0.37 -3.60
S 2.07 0.45 2.40
C -1.61 -2.86 3.95
H -1.02 -7.50 -1.26
O 1.71 2.14 -1.54
N -0.61 -5.54 -0.68
C 4.43 -0.32 1.51
H 0.92 -4.89 -4.05
H -0.74 3.52 -4.07
O 1.33 -0.43 1.26
H -8.25 2.05 2.69
H 4.05 -0.83 0.62
C -2.25 2.00 -3.91
C -0.89 1.13 -1.66
H 2.44 1.74 0.47
O -0.30 0.75 -0.52
C -4.98 1.28 3.07
O -4.01 1.90 -5.36
C -1.00 -6.52 -1.72
H -6.49 1.99 4.42
C -2.72 0.89 -3.24
C -1.64 -1.69 3.20
S 0.59 -3.48 0.43
H -4.76 -2.00 1.84
C -0.02 -6.44 -2.87
H -0.81 -0.99 3.27
C -2.70 -3.72 3.91
C 2.97 1.68 1.42
N -2.99 2.48 -5.10
C -4.74 0.90 1.76
C -1.11 2.66 -3.52
O -1.39 -1.43 -0.98
H 3.17 -1.61 2.84
```

## Properties
energy = -3014.5689 Ha
spin multiplicity = 3
relative energy (zero: lowest compared OMol25 entry of this formula, charge and spin) = 311.8 kJ/mol
highest occupied orbital energy (spin up / spin down) = -16.864 / -16.869 eV
orbital gap (spin up / spin down) = 6.4 / 6.0 eV
net charge = +3

Atomic partial charges in e from the Mulliken method, atoms 1 to 2: atom 1 (C): -0.62, atom 2 (H): 0.30